CH7NO | ωB97M-V/def2-TZVPD

Output
LUMO level   0.76 eV
Molecular weight   49.07 g/mol
E_HOMO   -9.1 eV
SMILES   CO.N
Energy relative to the best compared isomer or geometry (same formula, charge and spin)   6.2 kcal per mole

The geometry in XYZ format:
```
10
CH7NO ωB97M-V/def2-TZVPD
C -0.18 1.24 1.05
O -0.22 -0.13 0.81
H 0.80 1.68 0.84
H -0.96 1.78 0.49
H -0.39 1.42 2.11
H -0.12 -0.45 -0.17
N 0.30 -1.05 -1.51
H 0.38 -0.36 -2.25
H -0.27 -1.80 -1.87
H 1.24 -1.40 -1.35
```

---

C28H50ClGeIrO3Si3 | ωB97M-V/def2-TZVPD

Output
LUMO level (spin up / spin down)   -5.76 / -8.76 eV
2S+1   5
Molecular weight   819.24 g/mol
E_HOMO (spin up / spin down)   -12.1 / -12.1 eV
Total charge   +2

The geometry in XYZ format:
```
87
C28H50ClGeIrO3Si3 ωB97M-V/def2-TZVPD
Ir 0.82 -1.22 0.40
C 2.34 -2.94 -0.12
C 1.46 -3.33 0.90
C 1.65 -2.40 2.01
C 2.79 -1.54 1.68
C 3.15 -1.82 0.36
C 4.24 -1.18 -0.42
C 3.42 -0.57 2.61
C 1.18 -2.66 3.41
C 0.61 -4.56 0.95
C 2.53 -3.57 -1.46
H 5.13 -1.83 -0.41
H 4.53 -0.22 -0.01
H 3.96 -1.05 -1.46
H 4.26 -1.04 3.12
H 2.72 -0.23 3.37
H 3.80 0.30 2.08
H 0.28 -2.12 3.68
H 1.95 -2.37 4.12
H 0.98 -3.72 3.56
H 1.10 -5.31 1.57
H 0.48 -4.99 -0.04
H -0.38 -4.37 1.36
H 3.52 -4.02 -1.51
H 2.46 -2.83 -2.25
H 1.79 -4.35 -1.65
C 2.63 4.54 -2.31
C 2.44 4.07 -3.72
C 2.96 4.77 -4.79
C 2.77 4.32 -6.10
Cl 3.43 5.23 -7.41
C 2.05 3.16 -6.35
C 1.52 2.44 -5.28
C 1.72 2.89 -3.99
O 1.26 2.24 -2.86
C 0.44 1.12 -3.00
C 0.52 0.31 -1.72
O 0.35 -0.94 -1.75
O 0.73 0.87 -0.61
H 3.30 5.40 -2.29
H 3.04 3.76 -1.68
H 1.67 4.84 -1.87
H 3.52 5.68 -4.62
H 1.90 2.83 -7.36
H 0.96 1.55 -5.51
H 0.70 0.47 -3.84
H -0.61 1.42 -3.13
C -1.48 3.12 -0.45
Si -1.49 2.32 1.22
C 0.06 2.60 2.22
C -3.07 2.68 2.13
Ge -1.30 -0.29 1.03
Si -2.41 -0.86 3.33
C -1.19 -0.11 4.52
C -4.14 -0.23 3.58
C -2.39 -2.71 3.15
Si -3.01 -1.37 -0.72
C -2.51 -3.16 -0.71
C -2.82 -0.52 -2.34
C -4.62 -0.98 0.12
H -1.39 4.19 -0.23
H -2.42 2.99 -0.98
H -0.65 2.84 -1.08
H 0.38 3.63 2.07
H 0.88 1.97 1.88
H -0.11 2.44 3.28
H -3.27 3.75 2.04
H -3.00 2.45 3.19
H -3.93 2.16 1.70
H -1.60 0.81 4.95
H -0.21 0.12 4.09
H -1.03 -0.81 5.34
H -4.23 0.85 3.60
H -4.41 -0.59 4.58
H -4.86 -0.65 2.88
H -1.58 -3.10 2.55
H -3.34 -3.07 2.74
H -2.28 -3.14 4.16
H -1.47 -3.26 -1.00
H -3.12 -3.68 -1.45
H -2.67 -3.64 0.26
H -1.87 -0.71 -2.81
H -3.01 0.56 -2.29
H -3.61 -0.94 -2.98
H -4.80 -1.60 0.99
H -5.40 -1.20 -0.61
H -4.72 0.07 0.39
```

---

C5H7N | ωB97M-V/def2-TZVPD

Output
LUMO level   1.02 eV
Molecular weight   81.12 g/mol
E_HOMO   -7.1 eV
SMILES   Cc1ccc[nH]1
Energy relative to the best compared isomer or geometry (same formula, charge and spin)   58.6 kcal per mole

The geometry in XYZ format:
```
13
C5H7N ωB97M-V/def2-TZVPD
C 2.03 -0.21 0.14
C 0.57 -0.22 -0.19
C -0.74 -1.19 0.44
C -1.82 -0.37 0.29
C -1.42 0.92 -0.22
N -0.12 0.94 -0.48
H 2.56 -0.45 -0.83
H 2.25 0.85 0.30
H 2.32 -0.84 0.98
H -0.92 -2.23 0.65
H -2.86 -0.48 0.59
H -2.18 1.65 -0.57
H 0.33 1.65 -1.09
```

---

C4H7N3 | ωB97M-V/def2-TZVPD

Output
LUMO level   1.00 eV
Molecular weight   97.12 g/mol
E_HOMO   -8.9 eV
SMILES   C1C[C@H]2NN=N[C@@H]12
Energy relative to the best compared isomer or geometry (same formula, charge and spin)   88.3 kcal per mole

The geometry in XYZ format:
```
14
C4H7N3 ωB97M-V/def2-TZVPD
C 0.77 -1.06 -0.40
C 1.10 0.43 -0.47
C 0.05 0.80 0.58
N -1.19 1.12 -0.12
N -2.08 0.13 -0.36
N -1.66 -0.99 -0.07
C -0.40 -1.00 0.54
H 0.45 -1.59 -1.31
H 1.58 -1.70 0.04
H 2.11 0.63 -0.10
H 0.99 1.24 -1.31
H 0.07 1.23 1.61
H -1.43 2.10 -0.22
H -0.37 -1.33 1.60
```

---

C27H31N3O3 | ωB97M-V/def2-TZVPD

Output
LUMO level   0.33 eV
Molecular weight   445.56 g/mol
E_HOMO   -8.6 eV
SMILES   CCN(CC)CCNC(=O)c1ccc(NC(=O)c2ccc(COc3ccccc3)cc2)cc1
Energy relative to the best compared isomer or geometry (same formula, charge and spin)   47.5 kcal per mole

The geometry in XYZ format:
```
64
C27H31N3O3 ωB97M-V/def2-TZVPD
C -4.99 -4.24 0.13
C -3.92 -3.20 -0.23
N -4.04 -1.90 0.42
C -3.96 -1.96 1.87
C -3.26 -0.72 2.43
C -5.14 -1.09 -0.08
C -4.73 -0.35 -1.36
N -3.57 0.46 -1.11
C -3.52 1.78 -1.43
O -4.42 2.35 -2.01
C -2.25 2.47 -1.04
C -1.52 2.15 0.10
C -0.37 2.84 0.42
C 0.09 3.86 -0.41
N 1.25 4.58 -0.13
C 2.39 4.21 0.52
O 3.22 5.04 0.84
C 2.60 2.75 0.75
C 3.11 2.33 1.97
C 3.37 0.99 2.19
C 3.13 0.05 1.19
C 3.40 -1.41 1.45
O 3.60 -2.18 0.29
C 4.73 -1.99 -0.44
C 5.71 -1.03 -0.17
C 6.82 -0.93 -0.99
C 6.97 -1.77 -2.08
C 6.00 -2.72 -2.35
C 4.89 -2.83 -1.54
C 2.65 0.48 -0.04
C 2.39 1.82 -0.26
C -0.67 4.22 -1.52
C -1.83 3.54 -1.83
H -5.99 -3.88 -0.13
H -4.80 -5.16 -0.42
H -4.98 -4.46 1.20
H -2.94 -3.60 0.03
H -3.94 -3.03 -1.31
H -3.38 -2.84 2.15
H -4.96 -2.05 2.34
H -3.78 0.19 2.15
H -2.24 -0.67 2.04
H -3.21 -0.77 3.51
H -5.39 -0.34 0.68
H -6.04 -1.68 -0.28
H -5.53 0.31 -1.70
H -4.51 -1.07 -2.16
H -2.82 0.01 -0.62
H -1.86 1.37 0.77
H 0.17 2.60 1.33
H 1.25 5.55 -0.42
H 3.30 3.06 2.74
H 3.75 0.67 3.15
H 2.51 -1.86 1.92
H 4.25 -1.52 2.14
H 5.61 -0.35 0.66
H 7.57 -0.19 -0.77
H 7.84 -1.69 -2.71
H 6.11 -3.38 -3.20
H 4.13 -3.57 -1.74
H 2.49 -0.24 -0.82
H 2.03 2.14 -1.23
H -0.34 5.04 -2.15
H -2.42 3.81 -2.69
```

---

C4H4O | ωB97M-V/def2-TZVPD

Output
LUMO level   0.64 eV
Molecular weight   68.08 g/mol
E_HOMO   -8.7 eV
SMILES   C1=CC=1.C=O
Energy relative to the best compared isomer or geometry (same formula, charge and spin)   111.8 kcal per mole

The geometry in XYZ format:
```
9
C4H4O ωB97M-V/def2-TZVPD
C 1.51 -0.51 -1.12
C 2.18 -0.74 0.13
C 1.45 0.42 -0.06
H 2.59 -1.28 0.97
H 1.37 1.44 0.27
C -2.26 0.16 -0.05
O -1.47 0.92 -0.56
H -3.01 0.46 0.81
H -2.37 -0.87 -0.40
```

---

C17H20ClN3O4S | ωB97M-V/def2-TZVPD

Output
LUMO level   0.37 eV
Molecular weight   397.88 g/mol
E_HOMO   -8.6 eV
SMILES   Cc1ccc(Cl)cc1NC(=O)c1cc(S(=O)(=O)N2CCOCC2)cn1C
Energy relative to the best compared isomer or geometry (same formula, charge and spin)   15.3 kcal per mole

The geometry in XYZ format:
```
46
C17H20ClN3O4S ωB97M-V/def2-TZVPD
C 3.44 -0.34 0.78
C 3.87 -1.18 -0.38
C 5.21 -1.53 -0.53
C 5.65 -2.31 -1.59
C 4.73 -2.74 -2.53
Cl 5.25 -3.70 -3.86
C 3.39 -2.41 -2.41
C 2.95 -1.63 -1.34
N 1.61 -1.28 -1.19
C 0.53 -1.62 -1.95
O 0.58 -2.34 -2.93
C -0.72 -1.02 -1.46
C -0.94 -0.09 -0.46
C -2.31 0.16 -0.41
S -3.16 1.27 0.67
O -4.17 0.53 1.37
O -3.57 2.42 -0.09
N -1.91 1.68 1.73
C -2.12 1.30 3.11
C -3.00 2.32 3.83
O -2.46 3.62 3.72
C -2.33 4.01 2.37
C -1.43 3.05 1.60
C -2.90 -0.63 -1.38
N -1.94 -1.33 -2.01
C -2.18 -2.25 -3.09
H 2.70 -0.87 1.40
H 4.29 -0.11 1.41
H 3.00 0.60 0.45
H 5.92 -1.19 0.20
H 6.69 -2.57 -1.69
H 2.68 -2.75 -3.15
H 1.42 -0.69 -0.39
H -0.22 0.39 0.18
H -2.60 0.32 3.11
H -1.14 1.24 3.59
H -3.07 2.10 4.89
H -4.01 2.29 3.38
H -1.91 5.02 2.39
H -3.32 4.03 1.89
H -1.43 3.30 0.54
H -0.41 3.08 2.00
H -3.93 -0.71 -1.64
H -3.25 -2.32 -3.27
H -1.67 -1.91 -4.00
H -1.78 -3.23 -2.84
```

---

CH4N2O2 | ωB97M-V/def2-TZVPD

Output
LUMO level   0.61 eV
Molecular weight   76.05 g/mol
E_HOMO   -9.5 eV
SMILES   O/N=C/NO
Energy relative to the best compared isomer or geometry (same formula, charge and spin)   98.7 kcal per mole

The geometry in XYZ format:
```
9
CH4N2O2 ωB97M-V/def2-TZVPD
O 2.11 -0.42 -0.12
N 1.02 0.54 0.26
C 0.00 0.09 -0.51
N -1.22 0.65 -0.34
O -2.04 -0.57 0.08
H 2.83 0.00 0.26
H 0.01 -0.79 -1.08
H -1.26 1.27 0.50
H -1.45 -0.77 0.96
```

---

What is the formula in the fourth record?
C4H7N3

---

The lowest molecular weight belongs to which entry?
CH7NO

---

What did the seventh record say?
C17H20ClN3O4S | ωB97M-V/def2-TZVPD

Output
LUMO level   0.37 eV
Molecular weight   397.88 g/mol
E_HOMO   -8.6 eV
SMILES   Cc1ccc(Cl)cc1NC(=O)c1cc(S(=O)(=O)N2CCOCC2)cn1C
Energy relative to the best compared isomer or geometry (same formula, charge and spin)   15.3 kcal per mole

The geometry in XYZ format:
```
46
C17H20ClN3O4S ωB97M-V/def2-TZVPD
C 3.44 -0.34 0.78
C 3.87 -1.18 -0.38
C 5.21 -1.53 -0.53
C 5.65 -2.31 -1.59
C 4.73 -2.74 -2.53
Cl 5.25 -3.70 -3.86
C 3.39 -2.41 -2.41
C 2.95 -1.63 -1.34
N 1.61 -1.28 -1.19
C 0.53 -1.62 -1.95
O 0.58 -2.34 -2.93
C -0.72 -1.02 -1.46
C -0.94 -0.09 -0.46
C -2.31 0.16 -0.41
S -3.16 1.27 0.67
O -4.17 0.53 1.37
O -3.57 2.42 -0.09
N -1.91 1.68 1.73
C -2.12 1.30 3.11
C -3.00 2.32 3.83
O -2.46 3.62 3.72
C -2.33 4.01 2.37
C -1.43 3.05 1.60
C -2.90 -0.63 -1.38
N -1.94 -1.33 -2.01
C -2.18 -2.25 -3.09
H 2.70 -0.87 1.40
H 4.29 -0.11 1.41
H 3.00 0.60 0.45
H 5.92 -1.19 0.20
H 6.69 -2.57 -1.69
H 2.68 -2.75 -3.15
H 1.42 -0.69 -0.39
H -0.22 0.39 0.18
H -2.60 0.32 3.11
H -1.14 1.24 3.59
H -3.07 2.10 4.89
H -4.01 2.29 3.38
H -1.91 5.02 2.39
H -3.32 4.03 1.89
H -1.43 3.30 0.54
H -0.41 3.08 2.00
H -3.93 -0.71 -1.64
H -3.25 -2.32 -3.27
H -1.67 -1.91 -4.00
H -1.78 -3.23 -2.84
```

---

Which value of molecular weight does entry 2 give?
819.24 g/mol